DFT (wB97M-V/def2-TZVPD) results for a structure of composition C56H45N2OP3PdS2 in a non-equilibrium geometry.

Output
F_max: 1.970 eV/Å
Net charge: 0
Relative energy (zero: lowest compared OMol25 entry of this formula, charge and spin): 0.000 eV
Calculated total energy: -116847.5221 eV
HOMO (alpha / beta): -6.304 / -6.171 eV
Orbital gap (alpha / beta): 4.9 / 4.5 eV

Positions of all 110 atoms, in Å:
Pd 0.774283 0.504913 0.108607
C -4.294526 -1.067963 4.220113
C -4.366589 -1.759352 2.845027
C -5.603533 -2.658316 2.774417
C -4.413769 -0.673085 1.782215
C -5.582215 -0.043865 1.369179
C -5.553895 1.003737 0.463114
C -4.360159 1.451566 -0.072418
C -3.181489 0.827873 0.301523
P -1.508116 1.330510 -0.250412
C -1.402148 2.759827 0.884744
C -1.935127 4.026184 0.677567
C -1.777079 5.005623 1.642374
C -1.129643 4.721287 2.832754
C -0.656778 3.441819 3.074308
C -0.788414 2.466970 2.101730
C -1.931688 1.929281 -1.908959
C -1.568188 3.170189 -2.413569
C -1.859304 3.502205 -3.725034
C -2.507786 2.594402 -4.544853
C -2.851504 1.341901 -4.056783
C -2.553159 1.008394 -2.752077
C -3.224631 -0.204295 1.234765
O -2.008089 -0.723360 1.545566
C -1.986149 -1.975174 2.080835
C -0.771462 -2.634755 1.932288
C -0.625197 -3.912085 2.447639
C -1.703588 -4.512205 3.072524
C -2.917381 -3.853414 3.181542
C -3.089098 -2.566314 2.686030
P 0.515936 -1.778466 0.943219
C 1.937012 -2.332459 1.937329
C 2.214400 -1.513965 3.029498
C 3.266269 -1.807448 3.876372
C 4.049415 -2.925622 3.632436
C 3.759755 -3.757458 2.562316
C 2.699603 -3.472602 1.719967
C 0.425976 -2.859458 -0.524408
C -0.825537 -3.288003 -0.965426
C -0.939328 -4.091432 -2.082225
C 0.191280 -4.468401 -2.787368
C 1.432048 -3.998197 -2.392488
C 1.552375 -3.193140 -1.273560
H -5.180084 -0.458302 4.382074
H -3.418530 -0.423921 4.276380
H -4.224305 -1.815122 5.007631
H -6.508276 -2.078485 2.928313
H -5.571418 -3.415920 3.551649
H -5.661590 -3.148879 1.804489
H -6.536442 -0.357449 1.761572
H -6.478911 1.479783 0.177011
H -4.345767 2.270849 -0.775174
H -2.474720 4.255236 -0.228412
H -2.162907 5.997348 1.457527
H -1.003351 5.494461 3.575264
H -0.170044 3.208099 4.009124
H -0.422583 1.452696 2.282227
H -1.059309 3.876490 -1.775645
H -1.573016 4.474872 -4.103466
H -2.742175 2.860696 -5.563810
H -3.354521 0.632347 -4.697886
H -2.801289 0.029602 -2.366387
H 0.315681 -4.431483 2.348870
H -1.602971 -5.507446 3.477210
H -3.736312 -4.361064 3.665231
H 1.592307 -0.637899 3.197226
H 3.480427 -1.164161 4.718952
H 4.885107 -3.152084 4.277617
H 4.359545 -4.637869 2.384367
H 2.463996 -4.132412 0.898376
H -1.716134 -2.993737 -0.428408
H -1.915336 -4.427250 -2.401045
H 0.102203 -5.119605 -3.644691
H 2.314471 -4.258113 -2.959011
H 2.524359 -2.818064 -0.988696
S 3.226433 -0.597900 -0.203057
C 4.153857 0.034151 1.073101
C 5.417645 -0.563953 1.209691
N 6.433212 -1.098267 1.278950
C 3.764036 1.056855 1.934540
S 2.284680 1.888973 1.898693
C 4.647787 1.490800 2.939149
N 5.317823 1.894650 3.781090
C 1.692002 3.932461 -2.121093
P 1.691204 2.148252 -1.600618
C 3.514045 2.007175 -1.607671
C 4.202326 1.114517 -2.423105
C 5.580569 1.034767 -2.346828
C 6.281793 1.854144 -1.474712
C 5.598218 2.750669 -0.667888
C 4.217853 2.820154 -0.725315
C 1.204493 1.246215 -3.112888
C 1.216714 1.803903 -4.385541
C 0.772220 1.068200 -5.469746
C 0.320233 -0.230142 -5.299721
C 0.323653 -0.800691 -4.037858
C 0.767278 -0.067569 -2.954470
H 2.590583 4.142351 -2.700667
H 1.702697 4.567785 -1.236892
H 0.813169 4.165379 -2.712364
H 3.648815 0.467542 -3.089918
H 6.107853 0.317130 -2.957919
H 7.358477 1.781447 -1.412538
H 6.134299 3.382587 0.026594
H 3.675746 3.486178 -0.064847
H 1.566733 2.813395 -4.531546
H 0.780360 1.510823 -6.455015
H -0.039399 -0.792208 -6.148840
H -0.020095 -1.815056 -3.900614
H 0.771800 -0.523777 -1.959032

Forces on the atoms, in the same order (eV/Å):
0.61 -0.69 0.19
-0.05 -0.04 -0.09
-0.09 -0.01 0.20
0.19 0.12 -0.04
0.23 -0.10 0.02
0.14 -0.01 -0.02
-0.15 0.12 -0.02
0.09 -0.10 0.04
0.43 -0.81 0.17
0.36 0.89 0.26
0.17 -0.05 0.00
0.03 -0.07 -0.07
-0.07 0.12 -0.04
0.00 -0.01 0.05
-0.02 0.03 0.06
-0.11 -0.27 0.07
0.20 -0.11 -0.12
-0.07 -0.08 0.22
-0.01 0.10 -0.10
0.00 0.06 0.01
-0.04 0.05 -0.12
0.06 0.08 0.16
-0.58 0.36 -0.44
-0.40 -0.04 0.46
0.29 -0.77 0.17
-0.54 1.02 -0.06
0.01 0.10 -0.03
0.03 -0.10 0.03
0.05 0.09 -0.11
-0.01 0.24 -0.18
1.13 -0.24 -0.18
-0.05 0.28 0.19
-0.31 0.00 -0.06
0.06 -0.14 0.12
0.01 0.05 0.08
-0.04 -0.08 0.01
-0.15 -0.02 -0.02
0.01 0.20 -0.21
0.07 0.12 0.14
-0.13 -0.08 -0.14
0.01 -0.03 -0.06
0.01 -0.11 -0.10
0.05 0.04 0.02
-0.12 0.08 0.05
0.06 0.05 0.03
0.00 -0.06 0.11
-0.11 0.03 0.04
-0.04 -0.06 0.07
-0.05 -0.07 -0.05
-0.07 -0.07 0.07
-0.09 0.05 -0.04
-0.01 0.05 -0.10
-0.04 0.05 -0.08
-0.05 0.09 0.01
0.01 0.07 0.08
0.07 -0.04 0.04
-0.04 0.42 0.03
0.01 0.06 0.01
-0.02 0.03 -0.04
-0.01 0.02 -0.12
0.01 -0.07 -0.03
-0.09 -0.14 -0.03
0.07 -0.04 0.02
0.03 -0.10 0.03
-0.11 -0.01 0.06
0.20 0.04 0.03
0.03 0.06 -0.01
0.08 0.01 0.03
0.07 -0.05 -0.03
0.08 -0.07 -0.06
-0.10 -0.05 0.07
-0.08 -0.04 -0.02
0.00 -0.02 -0.09
0.08 -0.03 -0.02
0.01 -0.06 0.05
-1.62 0.05 -0.54
-0.72 1.52 1.03
0.49 -0.41 0.22
0.38 -0.11 0.03
0.02 -1.12 -1.50
-0.78 0.19 0.13
0.52 0.08 0.57
0.26 0.07 0.22
-0.48 -0.06 0.35
0.75 -0.64 -0.48
-0.07 0.08 0.07
-0.12 0.22 -0.08
0.10 0.07 -0.12
0.01 -0.01 0.04
0.11 0.03 0.03
-0.13 0.07 -0.12
-0.09 0.01 0.16
-0.03 -0.05 0.12
0.04 0.02 -0.17
-0.02 0.02 -0.01
0.04 -0.10 -0.18
0.07 -0.11 0.18
-0.06 -0.17 0.04
-0.02 0.02 0.06
-0.08 0.05 -0.01
0.06 -0.05 -0.04
0.05 -0.04 -0.06
0.04 -0.01 0.02
0.05 0.00 0.04
0.09 0.02 0.02
0.04 0.15 -0.05
-0.01 0.05 -0.09
-0.02 -0.06 -0.09
-0.02 -0.11 0.07
-0.05 0.14 -0.45